Run a
Formula: C3H4CrO2
Source: the OMol25 dataset
Level of theory: ωB97M-V/def2-TZVPD

ORCA input file:
```
! RIJCOSX wB97M-V def2-TZVPD def2/J DEFGRID3
* xyz 2 5
C -2.97212 -0.55358 -0.00841
C -3.88728 0.52580 0.01836
H -3.00334 -1.21998 0.86406
H -3.02522 -1.19247 -0.90016
H -4.15992 1.00296 0.96092
H -4.17453 1.03753 -0.90146
C -1.04346 -0.12849 -0.02998
O -0.66364 1.07108 -0.02155
O -0.20439 -1.06834 -0.03099
Cr 1.17853 0.34841 -0.03845
*
```

⟨S²⟩: 6.02
HOMO energy (spin up / spin down): -20.76 / -21.42 eV

***

Run b
Formula: C3H4CrO2
Source: the OMol25 dataset
Level of theory: ωB97M-V/def2-TZVPD

ORCA input file:
```
! RIJCOSX wB97M-V def2-TZVPD def2/J DEFGRID3
* xyz 2 5
C -0.51594 -0.37325 0.41554
C -1.54223 -0.93954 -0.33812
H -2.52911 -1.09681 0.10385
H -1.19780 -1.46055 -1.23880
C -0.65894 0.79438 -0.76787
O -0.90165 1.97911 -0.50846
Cr -0.80295 3.66548 -1.18962
H -0.07666 0.52884 -1.66449
O -0.76226 -0.07991 1.68458
H -0.57580 0.85319 1.85956
*
```

⟨S²⟩: 6.03
HOMO energy (spin up / spin down): -18.29 / -18.39 eV

***

What is the stability order? It is run a, run b, from most stable to least stable.

***

Run a
Formula: C10H16O
Source: the OMol25 dataset
Level of theory: ωB97M-V/def2-TZVPD

ORCA input file:
```
! RIJCOSX wB97M-V def2-TZVPD def2/J DEFGRID3
* xyz 1 2
C -1.37803 -2.26459 -1.42095
C -0.04470 -1.68142 -1.92100
C -2.25710 -1.20897 -0.75071
H -1.86514 -2.70511 -2.28706
H -1.13699 -3.03739 -0.68872
H 0.45809 -2.33488 -2.64051
H 0.67628 -1.61844 -1.10755
H -1.98515 -0.95470 0.27179
H -2.26855 -0.31346 -1.38137
H -0.18343 -0.75214 -2.46585
H -3.28613 -1.52546 -0.79305
C -1.36856 2.05776 1.50306
C 2.15903 1.79204 0.19462
C 2.44642 0.45732 0.55440
C 0.95462 2.28146 0.61471
C -0.07353 1.46010 1.16055
C 1.50176 -0.36389 1.26431
C 0.28266 0.13588 1.54932
O 3.52302 -0.18951 0.18963
H 2.77324 2.49689 -0.33667
H 0.67223 3.28527 0.30960
H 1.76225 -1.39530 1.39785
H 4.34302 0.30807 0.02274
H -1.81897 1.60913 2.37451
H -2.08750 1.74764 0.73245
H -0.49100 -0.41816 2.06773
H -1.30783 3.13182 1.58616
*
```

⟨S²⟩: 0.77
HOMO energy (spin up / spin down): -13.92 / -14.28 eV

***

Run b
Formula: C10H16O
Source: the OMol25 dataset
Level of theory: ωB97M-V/def2-TZVPD

ORCA input file:
```
! RIJCOSX wB97M-V def2-TZVPD def2/J DEFGRID3
* xyz 1 2
C 2.43711 0.63383 0.77374
C 2.86667 1.38159 2.04230
H 3.06327 -0.24243 0.59929
H 1.42315 0.24321 0.89086
H 2.50732 1.27436 -0.10593
H 2.82968 0.70557 2.89667
H 3.89490 1.69724 1.89492
H 2.20720 2.21382 2.27308
C 0.26132 -1.58321 -1.36350
C -0.42677 -2.22134 -2.59287
C -0.67693 -0.69419 -0.59957
C -1.25635 0.42452 -1.24648
C -0.91064 -0.90666 0.77568
C -2.03096 1.29944 -0.53907
C -1.67890 -0.04611 1.50440
C -2.24901 1.07223 0.83693
O -3.00441 1.88210 1.53603
H 0.55313 -2.40551 -0.71013
H 1.16415 -1.04661 -1.65762
H -1.02342 -1.49551 -3.14900
H -1.09013 0.57541 -2.30428
H -0.44217 -1.74779 1.26762
H -2.45847 2.17659 -1.00975
H -1.86485 -0.20466 2.55626
H -3.34755 2.60562 0.99054
H -1.07777 -3.02622 -2.27031
H 0.33042 -2.56529 -3.28981
*
```

⟨S²⟩: 0.77
HOMO energy (spin up / spin down): -13.94 / -14.65 eV

***

What is the stability order? It is run b, run a, from most stable to least stable.